[1]
Computed, not measured: 14 unconnected molecules or ions with the total composition C7H41NO13, with ωB97M-V with the def2-TZVPD basis set.

Values from the calculation:
HOMO-LUMO gap: 0.301 Ha
E_HOMO: -8.01 eV

ORCA input file:
```
! wB97M-V def2-TZVPD RIJCOSX def2/J DEFGRID3
* xyz 0 1
C -1.11 3.43 0.89
C -0.73 2.81 -0.46
C 0.25 1.64 -0.32
C -0.43 0.37 0.10
C 0.01 -0.85 -0.22
N -0.56 -2.01 0.34
C -0.68 -3.17 -0.55
C -1.91 -3.13 -1.43
H -1.88 4.19 0.80
H -1.50 2.66 1.57
H -0.21 3.85 1.35
H -1.63 2.46 -0.98
H -0.27 3.58 -1.08
H 0.79 1.53 -1.25
H 0.98 1.88 0.47
H -1.31 0.44 0.72
H 0.87 -1.02 -0.86
H -1.44 -1.85 0.80
H 0.22 -3.23 -1.15
H -0.70 -4.09 0.05
H -2.83 -3.01 -0.85
H -2.06 -4.07 -1.97
H -1.86 -2.31 -2.14
H 3.45 0.85 -0.18
H 3.05 0.41 1.29
O 3.77 0.43 0.63
H 1.05 -2.62 1.57
H 2.03 -1.62 2.26
O 1.93 -2.54 1.95
H -3.37 2.25 -0.05
H -4.83 2.22 0.53
O -3.92 2.45 0.73
H 3.02 -2.46 0.60
H 3.91 -1.31 0.14
O 3.63 -2.21 -0.14
H -3.31 -1.57 3.93
H -3.27 -0.27 3.03
O -3.06 -1.23 3.05
H 3.54 2.04 -3.19
H 2.07 1.53 -3.13
O 2.94 1.53 -2.66
H 0.47 0.29 -3.77
H 0.43 1.40 -4.87
O 0.56 1.28 -3.92
H -1.02 -0.51 3.52
H -1.21 1.01 3.42
O -0.54 0.34 3.66
H -2.08 2.52 -1.92
H -2.29 1.06 -1.56
O -2.75 1.90 -1.60
H 0.98 0.27 2.86
H 2.39 0.36 3.46
O 1.93 0.12 2.65
H 3.10 -0.71 -2.63
H 3.11 -1.98 -1.69
O 2.82 -1.65 -2.59
H 0.18 -2.09 -3.91
H 1.28 -1.54 -2.98
O 0.32 -1.39 -3.29
H -3.28 1.83 2.16
H -3.43 2.11 3.70
O -3.01 1.53 3.06
*
```


[2]
Computed, not measured: a molecular structure, C38H35ClCuN2Si2, with ωB97M-V with the def2-TZVPD basis set.

Values from the calculation:
HOMO-LUMO gap (alpha / beta): 0.222 / 0.212 Ha
E_HOMO (alpha / beta): -6.10 / -6.10 eV

ORCA input file:
```
! wB97M-V def2-TZVPD RIJCOSX def2/J DEFGRID3
* xyz 0 2
C 1.18 -1.59 4.78
C 1.57 -0.34 4.20
C 0.42 0.20 3.52
H 2.52 0.17 4.32
C -0.66 -0.75 3.67
C -0.19 -1.82 4.49
H -0.80 -2.65 4.85
H 1.83 -2.23 5.37
H 0.30 1.23 3.18
H -1.69 -0.57 3.37
Cu 0.78 -1.42 2.33
Si -1.19 3.04 -1.18
C -0.34 3.23 -2.91
C -0.82 2.63 -4.10
H -1.81 2.16 -4.10
C -0.07 2.65 -5.28
H -0.46 2.16 -6.17
C 1.12 3.36 -5.35
H 1.70 3.39 -6.27
C 1.50 4.13 -4.25
H 2.36 4.78 -4.33
C 0.75 4.10 -3.07
H 1.02 4.76 -2.24
C -2.96 3.09 -1.83
C -3.42 4.34 -2.29
H -2.78 5.23 -2.17
C -4.68 4.48 -2.87
H -5.01 5.45 -3.23
C -5.55 3.39 -2.94
H -6.55 3.49 -3.36
C -5.14 2.15 -2.47
H -5.82 1.29 -2.46
C -3.84 2.01 -1.98
H -3.57 1.01 -1.66
H -0.76 4.20 -0.34
Si -0.97 -0.63 -1.75
C -1.91 0.34 -0.19
C -1.51 1.35 0.74
H -0.55 1.90 0.75
C -2.25 1.54 1.94
H -1.95 2.36 2.60
C -3.35 0.76 2.27
H -3.89 0.95 3.21
C -3.79 -0.19 1.34
H -4.68 -0.80 1.52
C -3.09 -0.37 0.14
H -3.51 -1.09 -0.58
C 0.80 0.22 -1.81
C 1.30 0.45 -0.51
H 0.74 0.16 0.38
C 2.52 1.05 -0.24
H 2.77 1.36 0.79
C 3.37 1.32 -1.31
H 4.35 1.77 -1.10
C 2.94 1.07 -2.62
H 3.62 1.28 -3.46
C 1.65 0.58 -2.88
H 1.35 0.49 -3.93
H -1.61 -1.46 -2.81
Cl -0.25 -2.13 -0.29
N 2.87 -1.74 1.62
C 3.31 -3.06 1.92
C 4.63 -3.43 2.09
C 4.96 -4.77 2.38
C 3.97 -5.74 2.48
C 2.59 -5.38 2.35
C 1.49 -6.27 2.36
C 0.20 -5.77 2.28
C -0.01 -4.38 2.23
N 1.01 -3.53 2.12
C 2.28 -4.01 2.11
H 2.40 -1.67 0.71
H 3.57 -1.00 1.68
H 5.43 -2.69 2.02
H 6.00 -5.08 2.56
H 4.20 -6.79 2.64
H 1.70 -7.32 2.47
H -0.67 -6.42 2.30
H -1.00 -3.95 2.23
*
```


[3]
Computed, not measured: a molecular structure, C28H57AlNO33S, with ωB97M-V with the def2-TZVPD basis set.

Values from the calculation:
HOMO-LUMO gap: 0.093 Ha
E_HOMO: -11.73 eV

ORCA input file:
```
! wB97M-V def2-TZVPD RIJCOSX def2/J DEFGRID3
* xyz 1 1
Al -0.63 4.46 -1.66
S 0.29 -0.53 0.53
O 0.47 -1.89 0.97
O 0.02 0.40 1.57
O 1.44 0.01 -0.21
O -0.87 -0.44 -0.38
C 7.15 3.69 -0.78
O 7.33 4.99 -1.32
C 6.32 5.65 -2.03
O 5.22 5.20 -2.26
O 6.85 6.79 -2.57
C 6.14 7.51 -3.59
H 7.98 3.25 -0.21
H 6.99 3.05 -1.65
H 6.21 3.49 -0.26
H 6.62 8.48 -3.75
H 5.09 7.55 -3.27
H 6.09 6.92 -4.50
C 1.23 -14.13 0.52
O 0.62 -12.86 0.73
C 1.34 -11.86 1.21
O 2.52 -11.88 1.48
O 0.51 -10.80 1.29
C 1.04 -9.55 1.73
H 1.53 -14.60 1.45
H 2.05 -14.07 -0.20
H 0.47 -14.77 0.07
H 1.71 -9.74 2.57
H 0.26 -8.87 2.07
H 1.62 -9.11 0.91
C 1.51 -1.49 -6.26
O 1.98 -0.71 -7.32
C 2.06 0.65 -7.23
O 1.61 1.35 -6.31
O 2.64 1.17 -8.36
C 2.95 2.53 -8.37
H 2.02 -1.29 -5.32
H 1.60 -2.54 -6.52
H 0.49 -1.14 -6.08
H 3.15 2.92 -9.37
H 3.87 2.80 -7.85
H 2.20 3.19 -7.95
C 3.84 4.19 5.08
O 3.61 5.60 5.20
C 3.28 6.29 4.09
O 2.90 5.86 2.96
O 3.58 7.54 4.33
C 3.66 8.45 3.28
H 2.94 3.63 4.84
H 4.20 4.02 6.09
H 4.67 3.87 4.46
H 4.35 8.12 2.51
H 3.85 9.43 3.71
H 2.72 8.38 2.73
C -5.82 -0.30 -4.94
O -5.17 -0.23 -6.21
C -4.51 0.81 -6.53
O -4.10 1.65 -5.74
O -4.39 0.74 -7.84
C -3.77 1.91 -8.44
H -6.53 0.52 -4.79
H -5.09 -0.25 -4.13
H -6.33 -1.26 -4.87
H -4.30 2.84 -8.21
H -3.76 1.80 -9.53
H -2.83 2.08 -7.91
C 6.99 -3.36 2.78
O 7.80 -2.47 3.55
C 8.43 -2.85 4.65
O 8.46 -4.05 5.14
O 9.17 -1.82 5.05
C 10.29 -2.01 5.95
H 7.37 -4.36 2.61
H 6.75 -2.97 1.79
H 6.01 -3.47 3.24
H 11.08 -2.57 5.45
H 10.15 -2.63 6.84
H 10.50 -1.05 6.43
C -6.93 2.20 1.69
O -7.96 2.92 0.84
C -7.55 3.77 -0.13
O -6.36 4.10 -0.25
O -8.62 4.33 -0.77
C -8.45 5.26 -1.78
H -6.64 2.96 2.41
H -6.06 1.79 1.19
H -7.48 1.44 2.26
H -7.41 5.50 -2.00
H -8.91 6.19 -1.45
H -8.87 4.88 -2.71
C -3.28 5.49 5.82
O -4.14 6.55 5.39
C -3.95 7.17 4.17
O -3.14 6.81 3.31
O -4.88 8.07 3.99
C -5.00 8.73 2.73
H -3.91 4.68 6.20
H -2.51 5.78 6.53
H -2.70 5.15 4.96
H -5.67 9.59 2.75
H -5.46 8.09 1.98
H -4.11 9.23 2.36
C -7.00 -9.90 -2.92
O -5.67 -9.54 -2.58
C -5.42 -8.29 -2.19
O -6.24 -7.40 -2.36
O -4.09 -8.05 -2.08
C -3.69 -6.68 -1.87
H -7.74 -9.92 -2.12
H -6.99 -10.91 -3.33
H -7.36 -9.33 -3.78
H -4.01 -6.40 -0.87
H -4.18 -6.10 -2.65
H -2.63 -6.51 -2.06
C -0.35 -2.66 7.15
N -1.09 -2.35 8.46
O -1.91 -3.10 8.92
O -0.78 -1.24 8.93
H -0.55 -3.71 6.92
H 0.70 -2.49 7.37
H -0.72 -1.96 6.41
*
```


E? In order: -1324.1681; -4258.0939; -4278.6606 Ha.